DFT (ωB97M-V/def2-TZVPD) results for 2 unconnected molecules or ions with the total composition CH3F3Si.

The geometry in XYZ format:
```
8
Properties=species:S:1:pos:R:3:mulliken_charge:R:1
C 0.750 -0.359 1.487 0.465
F 0.635 0.922 1.294 -0.171
F 0.389 -0.692 2.787 -0.219
F -0.083 -0.974 0.636 -0.216
Si -1.674 0.936 -2.780 0.147
H -0.350 1.515 -2.805 -0.063
H 1.645 -0.899 1.304 0.128
H -1.311 -0.449 -1.922 -0.071
```

Computed properties:
Energy above the lowest of the compared OMol25 structures with the same formula, charge and spin (eV): 8.982
LUMO level (eV): -1.1
F_max (eV Å⁻¹): 2.84
M (g mol⁻¹): 100.11
HOMO (eV): -8.7
Kohn-Sham gap (eV): 7.63